Below is a cluster of 2 separate species, C6H16NSe in total in a non-equilibrium geometry, with properties calculated with wB97M-V/def2-TZVPD.

Geometry as ORCA input:
```
! RIJCOSX wB97M-V def2-TZVPD def2/J DEFGRID3
* xyz 1 1
C 1.45665 -2.23870 -0.23416
C 0.72078 1.21358 1.56782
C 1.56149 1.51265 -0.74362
C -3.34323 0.07212 -0.99908
C 1.14981 -2.43754 1.04288
C -0.53087 0.79546 -0.60115
N 0.72873 0.73998 0.15828
Se -2.01029 -0.44434 0.19655
H -1.88802 -1.56555 -0.65291
H 2.40091 -2.06599 -0.65328
H 0.73661 -2.29857 -0.94980
H 0.30527 2.28848 1.71232
H 0.05457 0.60069 2.20210
H 1.65104 1.39115 2.18596
H 2.60663 1.62179 -0.40906
H 1.74846 1.13838 -1.81986
H 1.02807 2.53962 -0.94316
H -3.02106 -0.50525 -1.98636
H -4.35265 -0.07731 -0.49527
H -3.32178 1.18667 -1.23578
H 0.17001 -2.87331 1.26713
H 2.06179 -2.19777 1.73797
H -0.96403 1.79276 -0.49577
H 1.05112 -0.18899 0.14828
*
```

Properties
- Lowest unoccupied orbital energy: -0.1156 Ha
- Highest occupied orbital energy: -11.76 eV
- Kohn-Sham gap: 8.62 eV
- Energy: -73305.2739 eV

These are the Mulliken partial charges, in e, on atoms 1 to 2:
1. C -0.827
2. C -0.814